# 1
Computed, not measured: a cluster of 2 separate species, CH8N2O in total at a distorted geometry, with the ωB97M-V functional and the def2-TZVPD basis.

Computed properties:
HOMO-LUMO gap   9.9 eV
Charge   0
E_HOMO   -0.332 Ha
LUMO energy   0.8377 eV
Structure (SMILES)   NCN.O

CARTESIAN COORDINATES (ANGSTROEM)
N1 -1.390 0.586 -0.942
C1 -0.072 0.124 -1.031
N2 0.951 0.874 -0.259
H1 -1.864 0.195 -0.181
H2 -1.757 1.183 -1.652
H3 -0.062 -0.937 -0.659
H4 0.157 0.033 -2.098
H5 1.179 1.836 -0.687
H6 0.421 1.252 0.660
O1 0.859 -2.063 2.400
H7 1.013 -1.797 1.465
H8 0.565 -1.286 2.983

***

# 2
Computed, not measured: a cluster of 2 separate species, CH8N2O in total at a distorted geometry, with the ωB97M-V functional and the def2-TZVPD basis.

Computed properties:
HOMO-LUMO gap   10.6 eV
Charge   0
E_HOMO   -0.357 Ha
LUMO energy   0.8592 eV
Structure (SMILES)   NCN.O

CARTESIAN COORDINATES (ANGSTROEM)
N1 1.009 -1.891 -0.976
C1 -0.005 -0.944 -0.599
N2 0.269 0.275 0.062
H1 1.336 -2.015 -0.043
H2 1.683 -1.389 -1.470
H3 -0.720 -1.375 0.088
H4 -0.464 -0.892 -1.576
H5 0.795 0.896 -0.511
H6 0.824 0.155 0.854
O1 -1.835 2.354 1.040
H7 -1.902 2.911 1.887
H8 -0.990 1.914 1.244

***

# 3
Computed, not measured: a cluster of 3 separate species, CH8N2O3 in total at a distorted geometry, with the ωB97M-V functional and the def2-TZVPD basis.

Computed properties:
HOMO-LUMO gap   10.8 eV
Charge   0
E_HOMO   -0.375 Ha
LUMO energy   0.5998 eV
Structure (SMILES)   NC(N)=O.O.O

CARTESIAN COORDINATES (ANGSTROEM)
N1 0.972 0.313 -3.463
C1 1.305 -0.102 -2.097
N2 2.647 0.162 -1.774
O1 0.403 -0.483 -1.333
H1 1.838 0.520 -3.982
H2 0.042 0.081 -3.765
H3 2.603 0.104 -0.766
H4 3.112 0.985 -2.003
O2 -1.761 -0.500 0.208
H5 -1.066 -0.533 -0.457
H6 -1.471 -0.761 1.068
O3 -2.780 -0.224 5.967
H7 -2.181 0.527 6.124
H8 -3.663 -0.088 6.274

***

# 4
Computed, not measured: a cluster of 2 separate species, CH8N2OSi in total at a distorted geometry, with the ωB97M-V functional and the def2-TZVPD basis.

Computed properties:
HOMO-LUMO gap   9.5 eV
Charge   0
E_HOMO   -0.333 Ha
LUMO energy   0.3911 eV
Structure (SMILES)   [H]/N=[Si](/C)N.O

CARTESIAN COORDINATES (ANGSTROEM)
H1 -0.246 2.643 -0.690
N1 -0.023 1.618 -0.756
Si1 -0.857 0.374 -0.213
C1 -0.007 -1.239 -0.129
N2 -2.548 0.179 0.000
H2 1.193 -1.189 -0.179
H3 -0.219 -1.886 0.714
H4 -0.284 -1.787 -0.955
H5 -3.223 0.959 0.057
H6 -2.883 -0.606 0.590
O1 2.966 -0.002 0.579
H7 2.287 0.685 0.693
H8 3.844 0.251 0.290

***

# 5
Computed, not measured: the ion CH8N2P with charge +1 at a distorted geometry, with the ωB97M-V functional and the def2-TZVPD basis.

Computed properties:
HOMO-LUMO gap   10.0 eV
Charge   +1
E_HOMO   -0.505 Ha
LUMO energy   -3.7203 eV
Structure (SMILES)   NPC[NH3+]

CARTESIAN COORDINATES (ANGSTROEM)
N1 -0.485 1.301 -1.066
P1 0.981 0.353 -1.098
C1 0.377 -1.103 -0.060
N2 -0.351 -0.500 1.096
H1 -1.088 1.312 -1.791
H2 -0.255 2.265 -1.026
H3 1.398 1.098 0.288
H4 -0.239 -1.934 -0.640
H5 1.157 -1.826 0.238
H6 -1.009 0.061 0.524
H7 -0.796 -1.056 1.809
H8 0.310 0.030 1.727

***

# 6
Computed, not measured: a cluster of 2 separate species, CH8N2S in total at a distorted geometry, with the ωB97M-V functional and the def2-TZVPD basis.

Computed properties:
Expectation value of S²   0.76
HOMO-LUMO gap (alpha / beta)   9.5 / 3.9 eV
Multiplicity   2
Charge   +1
E_HOMO (alpha / beta)   -0.483 / -0.483 Ha
LUMO energy (alpha / beta)   -3.6710 / -9.2047 eV

CARTESIAN COORDINATES (ANGSTROEM)
S1 -1.677 -0.537 1.915
H1 -2.803 -0.043 1.433
H2 -1.113 0.650 2.214
N1 2.004 0.188 -0.358
C1 0.901 0.814 -1.152
N2 0.650 0.126 -2.418
H3 2.961 0.200 -0.724
H4 1.808 -0.822 -0.366
H5 1.176 1.868 -1.158
H6 0.024 0.607 -0.531
H7 -0.061 -0.579 -2.195
H8 1.490 -0.399 -2.669

***

no.,E (eV)
1,-6193.4841
2,-6193.5116
3,-10289.6634
4,-14072.3082
5,-13427.8035
6,-14972.4810